The following is a quantum chemistry calculation of a cluster of 3 separate species, C4H16NO2 in total, from OMol25.

Structure (XYZ):
```
23
Properties=species:S:1:pos:R:3:forces:R:3
O 4.8802 0.3191 2.0694 3.059 0.547 2.204
O 2.2619 -0.3146 -0.6955 -0.359 -1.734 -1.140
N -0.7502 -0.5373 -0.4090 2.280 0.407 -1.354
C -2.1862 -0.4498 1.6785 -2.204 1.797 -1.644
C -1.5668 0.1618 -1.6132 1.333 1.107 -2.175
C -1.4153 -1.3747 0.7700 0.406 -0.593 -1.272
C -0.9926 1.6166 -2.1055 1.278 0.228 3.288
H -1.8218 -0.3735 -2.5896 0.600 -0.333 2.105
H -1.9008 -2.2927 0.3037 0.463 1.391 0.732
H -0.5060 -1.6449 1.3336 -0.402 -0.443 -0.422
H 0.0700 1.4287 -2.2451 0.168 0.352 -0.549
H -3.1121 0.0748 1.1732 2.037 -0.701 0.381
H 4.8491 -0.6486 2.2047 0.174 0.702 0.024
H -1.3744 2.3307 -2.8792 -0.365 -1.841 0.081
H -2.3518 0.4117 -1.0283 -3.342 0.404 0.968
H -0.3565 0.3146 0.0746 -0.243 -1.083 -0.595
H 0.1486 -1.0702 -0.7536 -1.954 1.347 0.699
H -1.4447 0.3075 1.9801 -0.708 -0.048 0.410
H 5.7329 0.6317 2.6588 -3.306 -1.275 -2.287
H -2.7533 -0.8584 2.5085 0.836 -0.662 0.342
H 2.5553 0.4206 -0.1938 0.877 1.016 0.734
H 3.0468 -0.7908 -1.0429 -0.633 0.679 0.465
H -1.0123 2.3376 -1.1996 0.005 -1.263 -0.997
```
Forces are in eV/Å.

Values from the calculation:
Orbital gap   11.181 eV
Charge   +1
LUMO   -2.81 eV
Multiplicity   1


The following is a quantum chemistry calculation of a cluster of 3 separate species, C3H10NO4 in total, from OMol25.

Structure (XYZ):
```
18
Properties=species:S:1:pos:R:3:forces:R:3
O -2.1384 0.4526 0.3547 -0.082 -0.565 -0.086
O -1.6621 -1.4776 -1.7044 0.353 0.547 0.359
O -0.8276 -1.0049 2.2323 0.040 -0.593 0.020
O 1.0101 -0.2904 -1.6911 0.360 0.194 -0.503
N 0.1883 0.8586 0.0832 -0.355 0.894 0.143
C 2.4585 0.1085 0.2025 0.242 -0.114 -1.197
C 1.1538 0.2283 -0.5888 -0.455 -0.314 0.999
C -1.2594 1.1807 -0.3247 0.713 -0.491 0.300
H 2.3621 0.3850 1.2453 0.012 -0.173 0.124
H -0.8440 -0.9351 -1.7247 -0.095 -0.717 -0.465
H 0.3575 1.0032 1.0637 0.032 0.031 0.087
H -1.2059 1.0079 -1.4121 -0.286 0.296 -0.126
H -1.3630 2.2584 -0.1039 0.164 0.162 -0.269
H -1.3247 -0.6304 1.4560 -0.210 0.452 0.036
H 2.8324 -0.9026 0.0359 -0.092 -0.071 0.420
H -2.0855 -1.0241 -0.9450 -0.291 -0.051 0.038
H -0.8583 -1.9629 2.1023 0.043 0.342 0.005
H 3.2061 0.7448 -0.2814 -0.094 0.171 0.115
```
Forces are in eV/Å.

Values from the calculation:
Orbital gap   7.891 eV
Charge   -1
LUMO   3.77 eV
Multiplicity   1


The following is a quantum chemistry calculation of a cluster of 12 separate species, C32H51N7O24S5 in total, from OMol25.

Structure (XYZ):
```
119
Properties=species:S:1:pos:R:3:forces:R:3
S 19.0324 -19.1010 10.9717 0.407 0.525 0.917
S 15.8393 -17.0576 19.8419 -0.661 1.364 -0.199
S 9.6475 -19.8490 13.5064 1.013 -1.317 -0.618
S 12.8382 -13.4352 12.4435 0.480 -0.441 0.034
S 15.5087 -16.5290 8.9735 0.674 0.870 -1.224
O 12.5782 -13.0150 11.0707 0.023 -0.800 2.214
O 14.8424 -17.2775 10.0235 0.707 1.319 -1.556
O 13.0305 -16.4479 17.5942 -0.303 -0.802 0.214
O 15.7628 -17.7948 18.5634 0.426 1.645 3.177
O 9.7982 -18.6615 12.6913 -0.154 -1.485 1.238
O 14.5486 -16.3654 7.5822 2.159 -3.484 1.989
O 19.0387 -20.4647 11.9622 -0.153 1.336 -1.152
O 8.3295 -20.2030 14.0186 2.690 0.700 -0.337
O 13.6006 -14.9243 12.4247 -0.952 2.096 0.145
O 13.5621 -12.5246 13.3213 -1.463 -1.784 -1.358
O 13.8027 -20.5496 10.4023 -0.559 0.471 0.561
O 12.8211 -19.1082 11.6879 0.437 0.543 1.341
O 10.8716 -19.9547 14.6485 -1.372 1.832 -0.599
O 12.0205 -17.4269 15.9544 0.634 -0.381 1.789
O 15.4067 -14.8888 9.2400 0.729 -2.251 2.023
O 10.2577 -21.1648 12.6548 -0.379 2.594 -0.068
O 14.3412 -17.0514 20.5160 0.944 -0.324 0.037
O 17.9783 -19.7590 9.8655 1.247 1.069 1.168
O 20.3589 -18.8703 10.3773 -3.207 -0.876 1.099
O 18.4246 -18.0461 11.7966 1.042 -2.032 -2.026
O 16.8604 -16.9128 8.5598 -2.935 0.828 0.780
O 11.4017 -13.9950 13.1843 1.691 1.487 -1.677
O 15.6737 -15.4510 19.5756 1.965 -0.588 -1.148
O 16.9274 -17.2647 20.8004 -2.407 -0.068 -1.953
N 16.0082 -18.8003 15.7461 -1.164 0.980 -0.905
N 20.0654 -21.8420 14.8340 -0.187 -0.838 1.584
N 16.4383 -24.0615 13.6947 -1.650 0.903 0.651
N 12.6003 -17.4561 17.0569 -0.430 1.282 -2.696
N 12.8628 -19.8269 10.7403 0.591 -0.724 -1.800
N 20.2884 -16.5324 14.8145 -0.944 -0.418 -0.067
N 16.3843 -22.6250 18.4246 -1.682 0.467 -0.948
C 17.9635 -21.3297 11.5538 0.232 -0.799 -0.141
C 20.2547 -15.0771 16.5513 1.674 -1.500 -1.532
C 18.8708 -20.8967 16.5116 -0.065 1.129 -1.264
C 17.0648 -20.6009 10.6110 -0.581 0.484 -0.393
C 15.7886 -24.0756 11.5570 1.693 -2.409 -0.949
C 15.8729 -23.6543 17.6444 -0.495 1.030 -0.179
C 21.0442 -15.6613 15.5239 -0.060 1.341 1.083
C 11.6661 -19.8328 9.8638 -0.430 -0.098 0.489
C 13.8616 -15.1969 7.5913 -0.413 2.470 -0.522
C 19.5778 -21.9380 17.0339 1.559 -3.727 -0.519
C 19.0261 -15.7491 16.4652 -0.554 -0.196 -0.166
C 16.0026 -20.0145 15.1417 1.055 -1.323 2.638
C 12.9084 -18.7774 17.6468 -0.318 1.220 0.867
C 11.9508 -20.8795 14.4126 -1.869 -1.301 -1.060
C 20.2689 -22.6182 15.9717 -0.698 1.361 0.601
C 14.8853 -14.1687 8.1605 -0.862 -0.749 -1.289
C 14.6087 -23.2650 17.1246 1.767 -0.404 1.084
C 14.8951 -23.3414 12.2501 -2.089 1.836 2.113
C 15.4406 -18.5490 13.5752 -0.636 1.487 1.619
C 15.4784 -21.5522 18.3881 -0.097 -1.590 -0.186
C 15.6563 -19.9027 13.8507 0.009 -0.685 -1.459
C 16.6737 -24.5745 12.4987 2.033 -0.923 -1.883
C 15.5448 -17.9032 14.8207 0.712 0.597 -1.462
C 19.0324 -16.5810 15.3553 -0.249 0.230 1.518
C 12.6532 -15.9779 12.6844 -0.550 0.677 -0.328
C 14.4010 -21.9646 17.6129 0.494 1.114 0.856
C 11.2196 -21.8359 13.4445 -0.373 -1.742 1.162
C 11.5640 -15.3290 13.5612 1.298 -2.167 1.203
C 19.2401 -20.8378 15.1846 -0.969 1.668 -1.045
C 15.2834 -23.3062 13.5783 0.106 0.193 0.666
C 13.9822 -15.7114 21.0045 -2.087 -1.199 1.163
C 15.0771 -14.7809 20.6839 0.901 -0.033 -0.015
H 15.2062 -18.0975 12.6225 -0.095 0.005 0.139
H 16.5376 -24.4878 17.4716 -0.418 -0.233 -0.030
H 15.7110 -24.3765 10.5227 0.210 0.052 0.064
H 13.9799 -22.9060 11.8770 0.175 0.198 -0.067
H 11.9200 -15.4198 14.5874 -0.122 0.457 0.183
H 11.4146 -20.8898 9.7759 -0.183 0.238 -0.387
H 15.5874 -20.7135 13.1406 0.003 0.024 0.132
H 13.9870 -18.8422 17.5036 -0.225 -0.716 -0.234
H 12.9004 -20.6383 13.9350 -0.168 1.547 0.311
H 18.2505 -15.7354 17.2167 -0.259 0.297 -0.274
H 14.3837 -13.2684 8.5155 0.358 -0.042 0.089
H 18.1347 -20.2724 16.9962 0.376 0.143 0.014
H 12.2198 -19.5188 17.2414 0.503 0.110 -0.104
H 10.9184 -19.2770 10.4297 -0.089 -0.175 -0.270
H 13.8752 -23.8506 16.5903 0.383 -0.117 -0.144
H 17.3079 -22.6368 18.8332 -0.281 0.119 -0.112
H 13.7635 -15.8229 22.0665 0.448 -0.004 0.110
H 15.7371 -14.6701 21.5444 0.486 -0.056 -0.278
H 18.3971 -22.1175 10.9379 0.241 -0.314 0.432
H 17.0042 -24.2345 14.5131 -0.345 0.210 -0.043
H 17.5414 -25.2118 12.4128 -0.074 -0.050 -0.428
H 15.7327 -14.0188 7.4916 -0.345 0.530 -0.380
H 13.5634 -21.2952 17.4835 -0.138 -0.390 -0.177
H 10.5622 -22.4976 14.0084 0.655 -0.620 0.376
H 20.5664 -17.1358 14.0537 0.166 0.396 0.098
H 20.6239 -14.3684 17.2778 -0.160 -0.096 -0.050
H 16.6077 -21.3216 9.9328 0.168 0.209 -0.218
H 11.8864 -19.3416 8.9161 0.203 -0.274 0.110
H 11.9024 -22.4090 12.8173 -0.195 0.169 -0.155
H 13.5711 -15.1022 6.5450 -0.055 0.732 0.077
H 13.0246 -15.3804 20.6027 0.123 -0.538 -0.762
H 18.9729 -20.0927 14.4498 -0.163 -0.109 0.001
H 20.8098 -23.5489 15.8846 0.076 0.192 0.380
H 14.7652 -13.7896 20.3552 -0.053 -0.262 -0.153
H 12.0897 -21.3038 15.4070 0.313 -0.321 -0.306
H 16.2463 -20.0179 11.0333 0.301 0.221 0.205
H 18.2088 -17.2302 15.0970 0.445 -0.146 -0.593
H 15.5187 -20.6764 19.0188 0.466 -0.063 -0.130
H 22.0826 -15.4939 15.2786 -0.132 0.048 -0.081
H 17.4114 -21.7388 12.4000 0.333 0.120 0.169
H 10.6672 -15.9468 13.5149 -0.337 0.567 -0.370
H 16.2967 -20.8237 15.7937 -0.142 -0.418 -0.595
H 12.1897 -16.2947 11.7502 0.342 -0.185 -0.179
H 16.2491 -18.5077 16.6823 -0.022 -0.538 -0.040
H 15.4624 -16.8607 15.0903 0.016 0.037 -0.162
H 12.7381 -18.5667 18.7026 0.047 -0.582 0.134
H 13.2271 -16.7747 13.1576 -0.373 -0.006 0.050
H 19.5160 -22.3297 18.0385 0.174 0.024 0.036
H 12.9709 -15.1805 8.2194 -0.091 -0.277 0.185
H 20.3607 -22.0465 13.8901 0.032 0.146 0.278
H 14.8577 -22.8321 14.4503 0.031 0.053 -0.156
```
Forces are in eV/Å.

Values from the calculation:
Orbital gap   7.566 eV
Structure (SMILES)   C[N+](=O)[O-].C[N+](=O)[O-].O=S1(=O)OCCO1.O=S1(=O)OCCO1.O=S1(=O)OCCO1.O=S1(=O)OCCO1.O=S1(=O)OCCO1.c1cc[nH]c1.c1cc[nH]c1.c1cc[nH]c1.c1cc[nH]c1.c1cc[nH]c1
Charge   0
LUMO   0.04 eV
Multiplicity   1


The following is a quantum chemistry calculation of a structure of composition C4H6ErFO4, from OMol25.

Structure (XYZ):
```
16
Properties=species:S:1:pos:R:3:forces:R:3
Er -2.1088 -0.2919 1.2712 3.185 3.367 0.699
F 1.9105 3.9713 0.5682 -0.103 -0.125 0.224
O -1.0287 1.7962 0.5051 -0.130 -1.923 1.968
O -0.2516 3.1040 2.5178 -0.920 -0.702 -0.615
O 1.3103 1.9627 1.4041 -0.883 -0.729 -0.204
O -0.3356 0.8355 2.4870 -2.286 -2.053 -1.002
C -0.0153 1.9103 1.8736 0.897 0.924 -0.329
C 1.8959 3.1772 1.7043 0.211 0.515 -0.034
C -1.0946 2.8150 -0.4626 -0.033 0.754 -0.570
C 0.9758 3.7666 2.7638 0.483 0.381 -0.055
H -0.5533 3.7037 -0.1033 -0.249 -0.272 -0.091
H 0.8355 4.8442 2.6373 0.060 -0.257 0.047
H -0.6366 2.4974 -1.4115 -0.111 0.020 0.334
H 2.9391 3.0325 2.0045 -0.288 -0.044 -0.088
H 1.3405 3.5378 3.7750 -0.164 0.035 -0.242
H -2.1509 3.0698 -0.6261 0.329 0.108 -0.041
```
Forces are in eV/Å.

Values from the calculation:
Orbital gap (alpha / beta)   7.060 / 8.233 eV
Charge   +1
LUMO (alpha / beta)   -5.04 / -5.82 eV
Multiplicity   5
Expectation value of S²   6.00


The following is a quantum chemistry calculation of a cluster of 2 separate species, C4H9N2 in total, from OMol25.

Structure (XYZ):
```
15
Properties=species:S:1:pos:R:3:forces:R:3
N 0.4233 1.2547 0.7665 -3.903 -1.642 -1.125
N -2.8479 -0.0208 -0.9623 0.934 -0.160 0.353
C -1.8943 0.4409 -0.4824 -2.355 -0.186 -0.281
C 0.8552 -0.0578 0.3334 2.122 -1.727 2.676
C 0.7872 -0.3373 -1.1283 -0.107 0.742 1.277
C 1.1580 -0.9874 1.3116 0.060 -0.596 -2.113
H -0.7369 1.1133 0.3457 1.611 0.178 0.614
H -3.5672 -0.6283 -1.3631 0.435 0.636 0.248
H 1.4288 -1.1658 -1.2486 0.173 -1.193 -0.808
H 0.6305 2.1056 0.3027 1.301 0.837 -0.366
H 1.0680 0.4562 -1.7951 0.446 0.594 -0.038
H 0.3333 1.2695 1.7530 0.284 0.692 1.176
H 1.4229 -2.0762 1.0197 -0.529 2.121 0.121
H 1.2044 -0.8961 2.4092 -0.259 0.707 -0.721
H -0.2655 -0.4704 -1.2619 -0.214 -1.001 -1.013
```
Forces are in eV/Å.

Values from the calculation:
Orbital gap   10.611 eV
Charge   +1
LUMO   -3.13 eV
Multiplicity   1


The following is a quantum chemistry calculation of a cluster of 2 separate species, C3H7NO2S in total, from OMol25.

Structure (XYZ):
```
14
Properties=species:S:1:pos:R:3:forces:R:3
S 3.3200 -0.5950 1.0787 1.972 2.404 -1.219
O 0.1914 -0.8146 -1.1560 1.382 -0.763 2.597
O 2.2058 -1.4189 1.4107 -1.623 -0.691 -0.178
N 3.3042 0.4871 -0.0161 -0.166 -1.720 1.337
C -2.0509 -0.2183 0.1688 3.738 -1.519 0.764
C -0.9405 -0.0984 -0.8736 -2.116 2.412 -0.899
C -1.0692 0.9064 0.2662 -3.136 2.254 -3.256
H 2.4729 0.5601 -0.6011 -0.248 0.090 -0.080
H -1.3216 0.2259 -1.8471 -0.141 0.129 0.445
H -0.3040 1.0243 0.9181 2.079 -0.668 2.480
H -1.9178 -0.9274 0.9388 0.098 -1.050 0.679
H 0.6423 -0.8830 -0.2689 -0.212 -0.528 -1.317
H -3.0171 -0.1876 -0.1584 -2.312 0.824 -0.814
H -1.5155 1.9394 0.1400 0.684 -1.173 -0.539
```
Forces are in eV/Å.

Values from the calculation:
Orbital gap   8.707 eV
Charge   0
LUMO   -0.72 eV
Multiplicity   1


The following is a quantum chemistry calculation of an isolated molecule of C4H6N2O, from OMol25.

Structure (XYZ):
```
13
Properties=species:S:1:pos:R:3:forces:R:3
O -1.7182 0.5778 -1.1580 -0.007 0.261 0.035
N -0.7854 -1.9247 0.3674 -0.206 0.048 -0.049
N 1.1137 -0.4589 0.6731 -0.026 -0.042 -0.008
C -0.1491 -0.6798 0.1725 0.059 0.202 -0.039
C -0.5195 0.4623 -0.4961 0.242 -0.238 0.186
C 0.5476 1.3983 -0.4000 -0.011 0.023 0.002
C 1.5364 0.7955 0.3443 0.005 0.050 -0.029
H 2.5021 1.1663 0.6586 -0.170 -0.062 -0.068
H 0.5860 2.3910 -0.8307 -0.005 -0.148 0.086
H -1.4847 -1.8740 1.1027 0.087 -0.015 -0.064
H -1.9804 1.5059 -1.1471 0.012 -0.165 -0.059
H -1.2682 -2.2045 -0.4798 0.087 -0.034 0.095
H 1.6319 -1.1573 1.1811 -0.067 0.120 -0.087
```
Forces are in eV/Å.

Values from the calculation:
Orbital gap   8.612 eV
Structure (SMILES)   Nc1[nH]ccc1O
Charge   0
LUMO   0.90 eV
Multiplicity   1


The following is a quantum chemistry calculation of a cluster of 2 separate species, C5H13N3 in total, from OMol25.

Structure (XYZ):
```
21
Properties=species:S:1:pos:R:3:forces:R:3
N 0.5700 -2.4900 1.9592 -0.074 0.090 0.054
N 0.0093 1.5070 -0.9205 0.998 -1.862 1.706
N -0.2597 2.8818 -1.0556 0.274 0.047 0.277
C -1.0776 -1.4147 0.3803 -0.026 -0.216 0.221
C 0.3896 -1.5001 0.9105 0.288 0.338 -0.847
C 0.1909 -0.0634 1.3863 -2.111 -1.565 1.859
C 0.3758 0.9480 -2.2049 -0.122 0.200 0.283
C -1.1470 -0.0891 1.0834 1.766 0.231 -0.259
H 0.6120 -0.1060 -2.0721 0.090 -0.046 -0.036
H 0.5302 3.4262 -1.4100 0.145 -0.118 0.302
H 0.5968 1.0174 0.0040 -1.478 2.437 -3.244
H -0.5505 3.2459 -0.1557 0.003 0.054 -0.156
H 1.2283 1.4560 -2.6820 0.090 -0.081 0.022
H -1.1990 -1.3955 -0.7037 -0.017 0.030 -0.012
H -0.4773 1.0372 -2.8825 0.020 0.001 -0.024
H -1.7227 -2.1818 0.8114 0.009 -0.047 -0.020
H 0.6901 0.4116 2.2212 0.323 0.543 -0.336
H -1.9519 0.6174 1.1940 -0.124 0.104 0.127
H 1.1394 -1.5736 0.1038 -0.111 -0.156 0.061
H 1.4258 -2.3129 2.4732 -0.023 -0.087 -0.054
H 0.6275 -3.4216 1.5595 0.079 0.101 0.074
```
Forces are in eV/Å.

Values from the calculation:
Orbital gap   8.776 eV
Structure (SMILES)   N[C@@H]1C=CC1.CNN
Charge   0
LUMO   1.07 eV
Multiplicity   1


Computed values of max |F| (unit: hartree/bohr) for the preceding records, in sequence: 0.082; 0.024; 0.089; 0.091; 0.085; 0.098; 0.008; 0.084.
Computed values of DFT total energy (unit: eV) for the preceding records, in sequence: -9984.224; -12955.039; -147743.233; -42764.979; -7264.696; -19641.917; -9272.561; -9861.877.